No. 1
Computed, not measured: C36H90F2N7NiO16S2 as an isolated structure in a non-equilibrium geometry, with ωB97M-V with the def2-TZVPD basis set.

Output
HOMO-LUMO gap (alpha / beta) (eV): 7.5 / 2.3
Spin multiplicity: 3
Charge: +1
HOMO (alpha / beta) (eV): -9.606 / -9.606
⟨S²⟩: 2.008

Positions of all 154 atoms, in Å:
Ni 0.4972 2.8960 0.7412
N 0.6300 0.9923 0.3638
S 0.0105 -0.1451 -0.5605
O -0.3329 -1.4247 -0.0144
O 0.5766 -0.1486 -1.8897
F -1.4330 0.5509 -0.7976
S 1.7680 -0.0437 1.0290
O 2.7299 -0.7124 0.1974
O 1.3816 -0.6389 2.2838
F 2.7579 1.0466 1.6614
C 1.0172 -1.0126 -7.0718
O 0.4544 0.0647 -6.3694
C 0.8415 0.1800 -5.0000
C 1.8726 1.2833 -4.7698
N 1.6800 2.4636 -5.5825
C 0.7692 3.4080 -4.8950
C 0.5380 4.6911 -5.7014
O -0.1929 4.5236 -6.8928
C -1.5911 4.5181 -6.7079
H 0.7098 -0.9152 -8.1133
H 0.6591 -2.0008 -6.7592
H 2.1099 -0.9756 -7.0213
H 1.0416 -0.8404 -4.6675
H -0.0746 0.5268 -4.5050
H 2.8242 0.8511 -5.1205
H 2.0308 1.4006 -3.7000
H 1.2608 2.2212 -6.4729
H 1.2621 3.7244 -3.9751
H -0.1733 2.8556 -4.7919
H 1.5560 5.0284 -5.9187
H 0.0790 5.4874 -5.1054
H -1.9414 4.3463 -7.7243
H -1.9928 5.4433 -6.2784
H -2.0237 3.7474 -6.0573
C -0.8321 -3.3973 -3.5300
O -1.5264 -2.2115 -3.2637
C -2.9244 -2.2808 -3.2029
C -3.4638 -0.8552 -3.2202
N -3.6856 -0.4652 -4.6158
C -3.9723 0.9714 -4.7706
C -5.0673 1.4964 -3.8348
O -6.2189 0.6793 -3.7974
C -6.8933 0.6945 -5.0497
H 0.1744 -3.2765 -3.9265
H -1.3084 -3.8850 -4.3955
H -0.8916 -4.1001 -2.6952
H -3.2038 -2.6789 -2.2090
H -3.3746 -3.0187 -3.8743
H -2.7507 -0.1912 -2.7128
H -4.4134 -0.6951 -2.7061
H -2.8564 -0.7607 -5.1168
H -4.1612 1.2945 -5.7958
H -2.9883 1.4064 -4.5309
H -5.2993 2.5508 -3.9979
H -4.6646 1.3778 -2.8265
H -6.3503 0.2236 -5.8729
H -7.0844 1.7441 -5.2873
H -7.8360 0.1512 -5.0216
C 12.1699 -1.5776 0.9041
O 10.8436 -1.1639 0.8322
C 10.7426 0.2532 0.6395
C 9.2983 0.6809 0.7887
N 8.4831 -0.1086 -0.1380
C 7.0470 0.1610 0.0245
C 6.3574 -0.5811 1.1737
O 6.4895 -0.0045 2.4491
C 5.7816 -0.6555 3.4723
H 12.1938 -2.6160 1.2530
H 12.7865 -1.1845 1.7303
H 12.7680 -1.4698 -0.0021
H 11.1671 0.6117 -0.3020
H 11.3408 0.6362 1.4750
H 9.2148 1.7478 0.5865
H 8.9700 0.4468 1.8091
H 8.6750 -1.0912 0.0094
H 6.6287 -0.2436 -0.9050
H 6.8273 1.2243 -0.0872
H 6.8153 -1.5699 1.0546
H 5.3171 -0.6498 0.8352
H 5.9795 -1.7328 3.5236
H 4.7119 -0.4301 3.4372
H 6.2280 -0.2613 4.3889
C -4.6445 0.8350 0.3447
O -5.1440 0.6393 1.6493
C -6.3898 1.2944 1.8390
C -6.8046 0.9106 3.2715
N -8.2201 1.0627 3.5846
C -8.6829 0.4577 4.8239
C -10.0974 0.8881 5.1551
O -10.9791 0.2209 4.2685
C -12.0891 0.9570 3.7776
H -4.6768 1.8581 -0.0436
H -5.2233 0.1512 -0.2906
H -3.6025 0.5252 0.2571
H -7.1129 0.9249 1.1013
H -6.2726 2.3770 1.7848
H -6.3264 1.7295 3.8270
H -6.3205 -0.0280 3.5599
H -8.6737 0.6819 2.7591
H -7.9818 0.6966 5.6239
H -8.6881 -0.6242 4.6382
H -10.2040 1.9748 5.1585
H -10.3466 0.5009 6.1493
H -12.7502 0.2134 3.3390
H -11.7783 1.7669 3.1169
H -12.6230 1.3454 4.6549
C 3.2669 2.6889 -1.1465
O 2.5748 3.2148 -0.0247
C 3.2665 4.2687 0.6000
C 2.5533 4.5054 1.9345
N 1.1059 4.6343 1.7047
C 0.4158 4.7297 3.0196
C 0.3838 3.4420 3.8184
O 0.1895 2.3825 2.8733
C -0.6185 1.3235 3.3722
H 4.1145 2.0706 -0.8345
H 3.5958 3.4327 -1.8743
H 2.5789 1.9939 -1.6299
H 3.1375 5.1622 -0.0303
H 4.3121 3.9821 0.7414
H 3.0294 5.3717 2.4081
H 2.8840 3.6682 2.5537
H 1.0700 5.5997 1.3821
H -0.5800 5.1721 2.9988
H 0.9853 5.5020 3.5529
H -0.3446 3.3929 4.6323
H 1.2898 3.2223 4.3994
H -0.0321 0.7352 4.0881
H -0.7473 0.6637 2.5150
H -1.5587 1.6398 3.8247
C 1.0199 -5.4112 7.1872
O 0.8354 -6.2426 6.0149
C -0.4432 -6.2737 5.4714
C -0.3229 -6.8676 4.0517
N 0.3866 -5.9122 3.2153
C 0.5107 -6.2724 1.8207
C 1.1975 -5.1053 1.1352
O 2.5635 -5.0285 1.4009
C 3.1037 -3.7501 1.0422
H 0.3473 -5.8356 7.9335
H 0.9269 -4.3498 6.9789
H 2.0156 -5.7062 7.5083
H -0.8833 -5.2735 5.4843
H -1.0976 -7.0212 5.9401
H -1.3180 -7.0915 3.6700
H 0.2371 -7.8033 4.1543
H 1.2602 -5.6644 3.7007
H -0.5027 -6.3279 1.4100
H 0.9374 -7.2663 1.6572
H 0.7375 -4.1311 1.3766
H 1.0505 -5.1224 0.0426
H 2.8167 -3.4021 0.0502
H 4.1624 -3.8471 1.2571
H 2.6718 -3.0405 1.7574


No. 2
Computed, not measured: C26H39BrN5O3Ti as an isolated structure, with ωB97M-V with the def2-TZVPD basis set.

Output
HOMO-LUMO gap (alpha / beta) (eV): 5.4 / 7.1
Spin multiplicity: 3
Charge: +1
HOMO (alpha / beta) (eV): -7.971 / -9.659
ΔE to the lowest compared entry with this formula, charge and spin (eV): 0.440
⟨S²⟩: 2.006

Positions of all 75 atoms, in Å:
Ti -0.2154 1.2306 0.6744
C 0.3903 2.8756 2.3278
C 0.6472 1.6013 2.8830
C 1.6296 0.9653 2.0717
C 1.9752 1.8596 1.0199
C 1.1986 3.0378 1.1744
C 1.2663 4.2515 0.2964
C 3.0426 1.6487 -0.0127
C 2.3191 -0.3337 2.3681
C 0.1174 1.0859 4.1887
C -0.5386 3.9058 2.8955
H 2.1176 4.8874 0.5537
H 0.3680 4.8628 0.3909
H 1.3691 3.9833 -0.7566
H 4.0014 2.0599 0.3154
H 2.7887 2.1382 -0.9548
H 3.1902 0.5894 -0.2252
H 3.2488 -0.1823 2.9242
H 2.5705 -0.8621 1.4448
H 1.6868 -0.9882 2.9720
H 0.1511 -0.0043 4.2345
H -0.9180 1.3872 4.3617
H 0.7043 1.4590 5.0320
H -0.0032 4.6151 3.5317
H -1.3111 3.4498 3.5191
H -1.0319 4.4861 2.1138
N -2.5098 -0.6372 -0.0485
C -3.6651 -1.2424 0.2831
C -3.6518 -1.3891 1.6524
C -2.4384 -0.8171 2.0635
N -1.7547 -0.3584 1.0230
H -2.1859 -0.2988 -0.9441
H -4.3897 -1.5249 -0.4615
H -4.4084 -1.8443 2.2662
H -2.0248 -0.7196 3.0541
C -3.6935 3.4544 -0.9554
C -3.0561 2.9299 0.2997
N -3.7707 3.0175 1.4343
O -1.9236 2.4535 0.2994
H -3.6274 4.5437 -0.9594
H -4.7449 3.1773 -1.0174
H -3.1502 3.0701 -1.8137
H -4.6519 3.4994 1.4641
H -3.3214 2.7727 2.3022
Br 1.1159 -0.9767 -7.8716
C 0.9703 -0.7340 -5.9999
C 1.8157 -1.4395 -5.1557
C 1.6973 -1.2666 -3.7879
C 0.7499 -0.3935 -3.2598
C -0.0709 0.3233 -4.1271
C 0.0299 0.1501 -5.4980
C 0.6097 -0.2215 -1.7732
O 1.1645 -1.0447 -1.0116
O -0.1061 0.7479 -1.3765
H 2.5601 -2.1044 -5.5713
H 2.3632 -1.7865 -3.1110
H -0.7845 1.0234 -3.7159
H -0.6096 0.7003 -6.1741
N 1.7858 -4.6633 -0.7833
C 2.2911 -3.9069 0.4202
C 1.1495 -3.8085 1.4285
N -0.0231 -3.1667 0.8727
C -0.4856 -3.8406 -0.3200
C 0.5845 -3.9840 -1.3960
H 1.5329 -5.6096 -0.4916
H 2.5238 -4.7582 -1.4794
H 2.5830 -2.9209 0.0585
H 3.1578 -4.4429 0.8056
H 1.5053 -3.2512 2.2931
H 0.8862 -4.8131 1.7833
H 0.2003 -2.1928 0.6944
H -1.3315 -3.3045 -0.7491
H -0.8556 -4.8325 -0.0310
H 0.9287 -2.9976 -1.7092
H 0.2654 -4.5807 -2.2494


The records above give, respectively, electronic energy values of -150110.8727, -134343.4090 eV.